DFT (the ωB97M-V functional and the def2-TZVPD basis) results for a structure of composition C22H31FN5O5Ru.

Last column: Löwdin spin population.
Atoms and positions in Å:
H: -6.898 -0.759 8.838  0.00
C: -5.824 1.256 7.294  0.00
C: -4.065 -0.646 4.707  0.00
H: -5.364 2.175 6.943  0.00
H: -5.249 -1.549 7.343  0.00
C: -4.901 4.093 3.138  0.00
H: -4.685 4.263 4.194  0.00
H: -5.260 0.938 8.178  0.00
C: -3.240 3.111 1.618  0.00
H: -7.409 1.809 8.702  0.00
C: -0.140 0.991 -2.848  0.01
H: -5.024 5.300 1.330  0.00
H: -2.614 -1.296 3.305  0.00
H: -8.288 0.179 6.440  0.00
C: -2.382 2.148 1.152  0.00
C: -4.891 1.579 4.478  0.00
C: -1.559 2.529 -0.066  0.00
C: 1.546 -0.229 0.368  0.00
F: -4.031 -1.823 5.361  0.00
H: 2.078 -0.399 -0.573  0.01
N: -0.034 1.008 -4.150  0.01
H: -0.755 -0.910 -4.619  0.00
O: -0.215 -2.182 -0.049  0.00
H: -7.885 -1.823 7.830  0.00
H: -5.376 6.135 2.834  0.00
H: 0.854 2.886 -4.538  0.00
O: -1.630 -0.110 1.448  0.03
O: -2.012 3.339 -0.852  0.00
C: -6.092 -1.091 6.820  0.00
H: 1.903 0.688 0.832  0.00
H: 1.222 -1.262 2.247  0.00
C: 1.636 -1.467 1.255  0.00
H: -0.216 1.950 -2.334  0.00
C: -7.245 -0.944 7.823  0.00
Ru: -0.379 -0.068 -0.169  0.90
C: -3.253 -0.485 3.626  0.00
H: -8.946 0.275 7.947  0.00
H: -5.934 3.749 3.053  0.00
N: -4.027 2.985 2.691  0.01
H: 0.047 -0.047 -5.947  0.00
C: 0.781 -2.525 0.617  0.00
C: -4.044 1.781 3.378  0.00
N: -5.790 0.227 6.264  0.00
H: -6.386 -1.758 6.010  0.00
H: -3.706 5.764 2.428  0.00
C: -7.288 1.527 7.658  0.00
H: -3.283 4.045 1.079  0.00
H: 1.006 -0.758 -4.633  0.00
H: -0.919 2.856 -4.658  0.00
N: 1.083 -3.812 0.771  0.00
C: -3.218 0.735 2.941  0.00
H: -7.741 2.287 7.026  0.00
C: -0.006 2.298 -4.852  0.00
H: 1.894 -4.102 1.287  0.00
C: -4.914 0.379 5.168  0.00
H: 0.504 -4.511 0.333  0.00
H: 2.660 -1.819 1.401  0.00
O: -0.393 1.978 -0.129  0.01
N: -8.064 0.251 7.434  0.00
O: -0.167 -0.101 -2.201  0.03
C: -4.728 5.390 2.374  0.00
H: -5.569 2.361 4.784  0.00
C: -2.333 0.897 1.802  0.00
C: 0.073 -0.256 -4.883  0.00
H: 0.072 2.112 -5.918  0.00

The frontier orbital gap (spin up / spin down) comes out at 0.282 / 0.266 Ha. As for the expectation value of S²: 0.755. As for the total charge: +2. The value obtained for the largest force on an atom is 0.0152 hartree/bohr. As for the spin multiplicity: 2. The HOMO energy (spin up / spin down) is -12.72 / -12.38 eV. The LUMO energy (spin up / spin down) comes out at -5.0410 / -5.1334 eV.

DFT (the ωB97M-V functional and the def2-TZVPD basis) results for a cluster of 15 separate species, C45H90O15 in total.

Last column: Mulliken charge in e.
Atoms and positions in Å:
C: -1.455 -18.305 18.794  0.93
H: -2.800 -11.775 16.948  -0.05
H: -5.431 -16.808 12.419  0.33
H: -8.353 -20.902 15.295  0.36
O: -5.099 -14.013 21.479  -0.48
C: -2.734 -18.272 13.806  -0.28
O: -7.089 -18.655 14.965  -0.56
H: 0.113 -10.424 18.755  0.27
O: -0.809 -12.725 11.820  -0.59
H: 2.344 -17.922 17.203  0.56
H: -5.119 -18.522 12.664  0.52
H: -7.477 -21.307 16.743  0.42
H: -1.460 -16.244 15.776  -0.91
C: 2.436 -18.826 14.392  -1.53
H: -2.334 -19.571 20.191  0.47
C: -4.971 -11.717 16.775  0.92
H: -9.123 -15.651 13.850  0.34
H: 1.817 -13.863 19.685  0.40
O: -8.087 -18.078 20.128  -0.55
O: -8.446 -14.188 16.627  -0.57
H: -8.933 -16.787 15.099  0.09
H: 2.147 -11.366 13.113  0.14
H: -2.290 -14.618 21.014  0.50
H: 1.472 -19.308 14.408  0.19
H: -3.227 -14.804 11.254  0.34
H: -5.131 -13.254 18.254  -0.22
H: -1.551 -20.473 14.152  -0.05
C: -5.804 -19.041 16.929  0.51
H: -3.937 -12.785 11.382  0.41
H: 2.405 -13.361 18.018  0.27
C: -3.660 -10.997 17.018  -0.86
O: -1.508 -17.544 10.549  -0.54
H: 0.444 -9.709 13.255  0.41
C: -9.159 -15.732 14.925  -1.26
H: -2.919 -11.886 22.105  0.41
C: -2.657 -18.793 19.513  -1.24
H: -2.819 -11.421 11.186  0.44
H: -0.277 -21.099 15.277  0.23
O: -0.732 -12.875 18.334  -0.14
C: -7.387 -20.831 15.795  -1.37
H: 1.479 -16.343 16.608  -0.54
H: -3.387 -19.227 18.770  -0.02
C: -1.313 -21.271 14.888  -0.69
C: -0.331 -17.334 10.686  1.05
H: -2.717 -14.391 14.376  -0.19
H: 0.451 -15.427 10.956  -0.04
H: 1.131 -14.641 18.239  -0.18
O: -3.378 -20.903 15.955  -0.55
H: -3.526 -14.945 19.808  -0.03
H: 2.828 -18.759 13.413  0.45
O: 1.466 -10.714 16.160  -0.56
C: 1.724 -17.425 16.430  0.57
H: -3.222 -12.075 12.834  0.10
C: -4.675 -17.582 12.510  -2.08
H: -2.224 -18.224 14.767  -0.13
H: -1.773 -14.894 10.320  0.32
H: -0.566 -10.940 14.075  -0.01
O: -1.117 -18.747 17.728  -0.35
H: 3.595 -14.680 13.168  0.38
H: -6.702 -15.092 19.891  -0.10
H: -6.679 -21.491 15.251  0.26
C: -7.055 -16.817 21.870  -1.01
C: -6.766 -14.819 15.038  0.45
H: -4.046 -17.652 11.632  0.48
H: -10.185 -15.653 15.188  0.43
C: 0.700 -11.259 19.217  -1.46
H: 1.428 -18.505 11.093  0.61
H: 0.753 -17.875 12.443  -0.21
H: -5.631 -18.024 16.650  -0.17
C: -2.166 -14.638 11.323  -0.28
C: -1.741 -21.956 17.352  -1.08
C: -3.789 -17.263 13.655  0.55
C: 2.552 -10.873 14.064  -1.17
C: -8.116 -14.892 15.676  0.72
H: -6.639 -16.460 18.682  -0.24
H: 2.374 -13.698 12.204  0.32
C: -3.078 -12.294 11.736  -1.25
C: -3.106 -14.155 20.410  0.02
H: 2.405 -15.526 12.137  0.19
H: -1.350 -22.294 14.488  0.44
H: -6.372 -15.764 14.608  -0.11
H: -1.117 -22.847 17.077  0.39
H: -6.096 -19.271 17.963  0.68
H: -0.393 -9.343 14.786  0.38
C: -7.578 -17.077 20.459  0.52
C: -3.935 -12.011 21.784  -1.29
O: 3.236 -16.596 14.811  -0.61
H: 2.464 -14.577 15.652  0.41
H: -3.574 -10.568 18.003  0.38
C: 1.492 -13.662 18.609  -0.65
C: 0.450 -18.305 11.467  -1.00
H: -5.795 -11.658 18.635  0.71
C: -2.538 -13.834 15.296  1.17
H: -3.163 -12.982 15.347  -0.65
C: 2.549 -17.529 15.186  0.76
O: -5.336 -11.855 15.616  -0.58
O: -3.882 -16.283 14.321  -0.23
H: -5.942 -16.950 21.922  0.13
C: -6.805 -19.433 15.879  0.42
C: -1.915 -13.165 11.605  0.93
C: 1.634 -14.021 15.124  0.59
H: -2.404 -16.582 17.235  0.05
C: -0.558 -17.389 19.551  -0.82
O: -3.248 -14.216 17.556  -0.02
H: -3.969 -11.340 20.938  0.23
C: 1.364 -10.563 14.951  1.00
H: -4.946 -19.665 16.705  -0.41
C: 0.396 -12.583 18.617  0.73
C: -2.243 -21.274 16.058  0.80
C: 1.463 -14.701 13.843  0.85
H: 2.972 -9.904 13.714  0.42
H: -1.160 -21.171 17.863  0.06
H: -6.700 -12.750 17.582  0.32
H: -3.522 -10.125 16.356  0.42
H: -0.008 -18.045 20.234  0.52
C: 2.539 -14.646 12.782  -1.69
H: -6.067 -14.558 15.804  -0.63
H: -2.552 -22.267 17.972  0.36
H: -7.490 -17.529 22.588  0.37
H: -1.481 -13.489 15.311  -0.32
H: 0.168 -17.001 18.893  0.01
C: -7.268 -15.952 19.447  0.24
O: 0.440 -15.337 13.620  -0.07
H: -2.082 -18.091 12.934  -0.04
H: 0.713 -17.947 16.456  -0.29
H: -0.313 -15.717 9.361  0.51
C: -4.090 -13.418 21.229  0.46
H: 2.982 -19.521 15.054  0.49
H: 0.725 -13.988 15.777  -0.51
C: -1.770 -15.825 16.743  1.85
H: 1.353 -16.211 9.729  0.50
H: -8.197 -15.629 19.011  0.32
H: -2.574 -13.418 19.756  -0.24
H: -6.829 -13.973 14.342  0.47
H: -1.684 -15.215 12.115  -0.43
C: 0.127 -10.113 14.210  -0.92
H: 1.699 -10.908 19.242  0.40
H: -0.076 -19.228 11.648  0.47
C: -2.640 -14.590 16.568  -0.60
H: -1.109 -16.681 20.162  0.07
H: 0.368 -11.352 20.296  0.37
C: 0.341 -16.100 10.112  -1.28
H: -7.197 -15.766 22.158  0.32
H: 2.094 -13.025 15.063  -0.71
H: -0.930 -15.594 17.410  -0.44
H: 3.270 -11.452 14.640  0.47
H: -3.181 -19.208 13.611  0.78
H: -4.653 -11.811 22.541  0.34
H: -3.137 -18.057 20.138  0.42
C: -5.729 -12.394 17.886  -0.87

The frontier orbital gap comes out at 0.330 Ha. As for the total charge: 0. The value obtained for the largest force on an atom is 0.0854 hartree/bohr. As for the spin multiplicity: 1. The HOMO energy is -8.70 eV. The LUMO energy comes out at 0.2817 eV.

DFT (the ωB97M-V functional and the def2-TZVPD basis) results for a cluster of 2 separate species, C4H6O in total.

Last column: natural (NBO) charge in e.
Atoms and positions in Å:
H: 0.037 -2.314 -0.338  0.24
C: 1.309 -0.704 -0.161  0.45
H: 0.441 1.208 1.128  0.25
C: -0.094 -1.236 -0.237  -0.73
O: 1.876 -0.420 0.870  -0.54
H: -0.626 -0.864 -1.120  0.23
C: -0.427 1.608 0.645  -0.25
H: 1.837 -0.677 -1.138  0.11
H: -2.277 2.402 -0.401  0.24
H: -0.669 -1.025 0.668  0.24
C: -1.407 2.022 0.084  -0.25

The frontier orbital gap comes out at 0.411 Ha. As for the total charge: 0. The value obtained for the largest force on an atom is 0.0134 hartree/bohr. As for the spin multiplicity: 1. The HOMO energy is -10.13 eV. The LUMO energy comes out at 1.0547 eV. As for the structure (SMILES): CC=O.C#C.

DFT (the ωB97M-V functional and the def2-TZVPD basis) results for a cluster of 2 separate species, C15H16N3O6S in total.

Last column: natural (NBO) charge in e.
Atoms and positions in Å:
O: 3.421 2.551 -0.284  -0.74
C: 1.941 -0.692 0.792  0.34
C: -3.353 -0.681 4.930  -0.07
C: -0.368 0.019 -1.172  0.10
C: 2.257 2.818 -0.939  0.72
N: 1.941 -0.335 -0.538  -0.36
S: 1.822 -0.783 2.516  -0.02
H: -3.902 -0.069 5.654  0.17
O: 1.649 4.170 -0.837  -0.81
C: -2.991 0.511 3.025  0.79
O: 4.092 -0.656 -4.835  -0.58
N: 0.983 0.619 -0.823  -0.33
C: 2.402 1.095 -3.024  -0.12
C: -2.856 -1.414 -2.004  -0.02
H: 0.573 -1.926 -2.133  0.22
C: -1.884 -0.348 4.898  -0.43
H: -4.115 0.391 -0.991  0.24
H: -1.989 1.763 4.419  0.24
H: -0.889 0.807 3.365  0.26
H: 4.828 -2.587 -3.123  0.24
O: -3.836 -0.380 3.622  -0.49
C: -1.724 0.826 -0.772  -0.16
H: 2.315 1.888 -3.913  0.21
H: -1.475 -0.108 5.883  0.22
C: 3.853 -2.043 -2.702  -0.73
H: -3.527 -1.737 5.154  0.19
H: -1.320 -1.199 4.495  0.22
H: -3.876 -1.943 -2.334  0.20
H: -1.782 1.863 -0.234  0.28
C: 3.295 -0.918 -3.789  0.81
C: -3.037 -0.022 -1.229  -0.28
H: 0.498 2.182 -2.277  0.25
H: 3.557 1.107 -2.723  0.23
O: -3.185 1.019 1.934  -0.56
H: 4.146 -1.560 -1.672  0.27
C: 1.442 1.655 -1.821  -0.16
H: 3.052 -2.898 -2.531  0.23
C: -1.827 0.801 3.924  -0.53
C: -0.477 -1.397 -1.916  -0.01
N: -1.644 -2.186 -2.396  -0.43
O: 1.992 -0.198 -3.602  -0.57

The frontier orbital gap comes out at 0.216 Ha. As for the total charge: -1. The value obtained for the largest force on an atom is 0.1709 hartree/bohr. As for the spin multiplicity: 1. The HOMO energy is -4.55 eV. The LUMO energy comes out at 1.3238 eV.